(1)
A 2-piece molecular cluster, C5H12FNO2S overall in a non-equilibrium geometry. Source: the Open Molecules 2025 dataset; level of theory: the ωB97M-V functional and the def2-TZVPD basis.

## Properties
- total energy (eV) = -24515.903
- orbital gap (eV) = 9.07
- energy above the lowest of the compared OMol25 structures with the same formula, charge and spin (kcal per mole) = 9.8

Structure (ORCA input):
```
! RIJCOSX wB97M-V def2-TZVPD def2/J DEFGRID3
* xyz 0 1
S 0.941 -1.329 -0.974
F 2.209 1.787 1.042
O -0.521 1.855 -0.296
O -2.359 0.976 -1.217
N -2.279 -1.282 0.481
C -1.514 -0.071 0.829
C 0.679 -1.579 0.864
C -1.523 0.954 -0.343
C 2.341 -0.112 -0.961
C -0.027 -0.346 1.404
H -2.279 -1.314 -0.418
H -0.113 -0.450 2.462
H -3.146 -1.064 0.670
H 0.040 -2.447 0.883
H -2.060 0.450 1.636
H 1.627 -1.829 1.274
H 1.999 0.810 -1.025
H 2.897 -0.325 -0.096
H 2.568 2.049 0.303
H 2.842 -0.340 -1.753
H 0.530 0.460 1.260
H -0.570 2.432 -1.015
*
```

***

(2)
A 2-piece molecular cluster, C5H12FNO4P overall in a non-equilibrium geometry. Source: the Open Molecules 2025 dataset; level of theory: the ωB97M-V functional and the def2-TZVPD basis.

## Properties
- total energy (eV) = -27066.945
- orbital gap (eV) = 7.22
- energy above the lowest of the compared OMol25 structures with the same formula, charge and spin (kcal per mole) = 24.2

Structure (ORCA input):
```
! RIJCOSX wB97M-V def2-TZVPD def2/J DEFGRID3
* xyz -1 1
P -2.447 0.780 -1.033
F -0.060 -3.433 -0.756
O -3.583 0.893 -1.985
O -2.080 2.523 -0.650
O 1.231 -3.017 0.896
O -3.235 0.282 0.480
N 1.054 -0.030 0.156
C 0.144 0.293 1.309
C 2.375 -0.466 0.748
C 0.533 -1.242 -0.538
C 0.642 -2.500 -0.066
C 1.214 1.043 -0.831
H -2.902 2.932 -0.984
H 2.151 1.653 -0.539
H 0.490 1.007 2.011
H -0.249 -1.016 -1.109
H -0.003 -0.655 1.802
H 2.166 -1.322 1.320
H 2.930 -0.901 -0.091
H 0.238 1.577 -0.875
H -0.848 0.545 1.008
H 1.517 0.734 -1.914
H 2.795 0.418 1.370
H -4.070 -0.099 0.274
*
```

***

(3)
One molecule with the formula C5H12FP in a non-equilibrium geometry. Source: the Open Molecules 2025 dataset; level of theory: the ωB97M-V functional and the def2-TZVPD basis.

## Properties
- total energy (eV) = -17381.518
- orbital gap (alpha / beta) (eV) = 5.46 / 10.19
- energy above the lowest of the compared OMol25 structures with the same formula, charge and spin (kcal per mole) = 0.0

Structure (ORCA input):
```
! RIJCOSX wB97M-V def2-TZVPD def2/J DEFGRID3
* xyz 0 3
P 0.655 -0.099 -0.271
F 1.371 -1.378 -1.176
C 1.719 -0.575 1.113
C -1.044 -0.376 -0.515
C 1.322 1.358 -1.137
C -1.385 -1.451 0.511
C -1.818 0.976 -0.304
H 1.913 -1.606 0.900
H 1.128 -0.433 1.964
H -1.871 -0.965 1.360
H -2.797 0.823 -0.776
H -2.196 -2.154 0.211
H 0.552 1.723 -1.842
H -1.973 1.082 0.784
H -1.264 1.907 -0.514
H -0.515 -2.081 0.768
H 1.447 2.067 -0.408
H 2.601 0.097 1.119
H 2.155 1.085 -1.784
*
```

***

(4)
An isolated ion of composition C5H12IN2 and charge +1 in a non-equilibrium geometry. Source: the Open Molecules 2025 dataset; level of theory: the ωB97M-V functional and the def2-TZVPD basis.

## Properties
- total energy (eV) = -16449.825
- orbital gap (alpha / beta) (eV) = 7.43 / 7.43
- energy above the lowest of the compared OMol25 structures with the same formula, charge and spin (kcal per mole) = 100.0

Structure (ORCA input):
```
! RIJCOSX wB97M-V def2-TZVPD def2/J DEFGRID3
* xyz 1 1
I 3.236 0.184 -0.006
N 1.483 -2.053 0.548
N -0.811 1.171 0.122
C 0.460 -0.507 -1.061
C -0.184 0.950 -1.181
C -0.139 1.319 1.244
C -2.219 0.823 0.150
C 1.347 -0.630 0.121
H -0.415 -1.243 -0.756
H -1.045 1.003 -2.007
H 2.191 -2.031 1.265
H -2.602 0.546 1.265
H -2.628 0.148 -0.505
H 1.013 -0.655 -1.947
H -2.688 1.732 0.049
H 0.801 1.895 1.146
H 1.457 -2.737 -0.275
H 0.673 -2.472 0.958
H -0.612 0.969 2.221
H 0.683 1.589 -1.351
*
```

***

(5)
An isolated ion of composition C5H12IN3 and charge +2 in a non-equilibrium geometry. Source: the Open Molecules 2025 dataset; level of theory: the ωB97M-V functional and the def2-TZVPD basis.

## Properties
- total energy (eV) = -17932.543
- orbital gap (eV) = 9.52
- energy above the lowest of the compared OMol25 structures with the same formula, charge and spin (kcal per mole) = 0.0

Structure (ORCA input):
```
! RIJCOSX wB97M-V def2-TZVPD def2/J DEFGRID3
* xyz 2 1
I -2.155 1.541 0.404
N 0.009 0.381 -1.962
N -0.980 -1.136 1.081
N 1.230 0.820 -0.006
C 2.081 1.448 0.673
C 1.398 0.506 -1.389
C -1.283 -0.992 2.471
C -0.818 -0.662 -1.304
C -1.184 -0.301 0.115
H -0.462 1.294 -1.830
H 1.942 1.268 -1.964
H -0.421 -1.307 3.063
H -1.547 0.033 2.729
H 0.064 0.193 -2.972
H 3.038 1.801 0.297
H -2.115 -1.648 2.747
H 1.912 -0.455 -1.511
H -0.276 -1.613 -1.340
H 1.860 1.642 1.709
H -1.749 -0.778 -1.876
H -0.543 -2.035 0.865
*
```

***

(6)
A 2-piece molecular cluster, C5H12IP overall in a non-equilibrium geometry. Source: the Open Molecules 2025 dataset; level of theory: the ωB97M-V functional and the def2-TZVPD basis.

## Properties
- total energy (eV) = -22766.340
- orbital gap (eV) = 7.88
- energy above the lowest of the compared OMol25 structures with the same formula, charge and spin (kcal per mole) = 52.8

Structure (ORCA input):
```
! RIJCOSX wB97M-V def2-TZVPD def2/J DEFGRID3
* xyz 0 1
I -3.506 -0.550 2.054
P -0.663 -1.064 -1.170
C -1.286 -1.831 0.197
C 1.877 0.055 -0.956
C 0.503 0.425 1.159
C -0.124 1.542 -0.975
C 0.429 0.292 -0.397
H 2.005 0.308 -2.127
H 2.527 0.733 -0.452
H -1.930 -2.627 -0.042
H 1.273 -0.331 1.504
H 0.089 2.378 -0.361
H 2.176 -1.054 -0.868
H -2.290 -1.331 1.110
H -0.610 -1.685 1.052
H 0.997 1.333 1.444
H 0.232 1.614 -1.930
H -0.438 0.344 1.692
H -1.260 1.450 -0.934
*
```

***

(7)
A 2-piece molecular cluster, C5H12N overall in a non-equilibrium geometry. Source: the Open Molecules 2025 dataset; level of theory: the ωB97M-V functional and the def2-TZVPD basis.

## Properties
- total energy (eV) = -6867.534
- orbital gap (alpha / beta) (eV) = 9.42 / 9.24
- energy above the lowest of the compared OMol25 structures with the same formula, charge and spin (kcal per mole) = 5.4

Structure (ORCA input):
```
! RIJCOSX wB97M-V def2-TZVPD def2/J DEFGRID3
* xyz 0 2
N 0.002 -1.654 0.885
C 1.393 0.535 -1.758
C 1.179 0.072 -0.355
C -1.721 0.222 3.032
C 0.051 0.937 -2.409
C 0.749 -1.244 -0.087
H -0.291 1.876 -1.972
H -2.316 -0.431 3.662
H -0.932 -0.293 2.501
H -0.259 -2.609 0.681
H 1.043 -1.995 -0.839
H 2.203 1.260 -1.785
H -2.371 0.704 2.304
H -1.288 1.025 3.613
H 1.337 0.729 0.480
H 0.225 1.063 -3.475
H -0.694 0.177 -2.185
H 1.689 -0.375 -2.292
*
```

***

(8)
A 2-piece molecular cluster, C5H12N overall in a non-equilibrium geometry. Source: the Open Molecules 2025 dataset; level of theory: the ωB97M-V functional and the def2-TZVPD basis.

## Properties
- total energy (eV) = -6860.849
- orbital gap (eV) = 9.29
- energy above the lowest of the compared OMol25 structures with the same formula, charge and spin (kcal per mole) = 62.5

Structure (ORCA input):
```
! RIJCOSX wB97M-V def2-TZVPD def2/J DEFGRID3
* xyz 1 1
N 1.924 1.197 -0.358
C 0.173 -0.022 1.234
C -1.731 -0.033 -0.524
C -2.305 1.151 -0.211
C -0.308 -2.025 -0.211
C -0.574 -0.553 0.226
H -0.265 -2.184 -1.301
H 0.653 -2.246 0.215
H 0.942 0.727 0.253
H 1.642 2.090 -0.792
H -2.221 -0.603 -1.347
H 2.173 0.584 -1.055
H -0.937 -2.791 0.254
H -3.267 1.470 -0.687
H 0.921 -0.676 1.505
H -0.094 0.811 1.937
H 2.704 1.233 0.366
H -1.970 1.860 0.573
*
```

***

(9)
An isolated ion of composition C5H12N and charge +1 in a non-equilibrium geometry. Source: the Open Molecules 2025 dataset; level of theory: the ωB97M-V functional and the def2-TZVPD basis.

## Properties
- total energy (eV) = -6861.563
- orbital gap (eV) = 8.88
- energy above the lowest of the compared OMol25 structures with the same formula, charge and spin (kcal per mole) = 46.0

Structure (ORCA input):
```
! RIJCOSX wB97M-V def2-TZVPD def2/J DEFGRID3
* xyz 1 1
N 1.846 0.274 -0.637
C 1.178 -0.745 0.283
C -0.681 0.990 0.483
C 0.146 -0.081 1.184
C -1.714 0.398 -0.455
C -2.046 -0.881 -0.658
H 0.749 -1.505 -0.361
H 2.380 0.978 -0.126
H -2.228 1.128 -1.080
H -0.115 1.786 -0.006
H -1.985 -1.746 -0.005
H 2.531 -0.210 -1.225
H 1.234 0.742 -1.310
H 2.051 -1.084 0.837
H -0.496 -0.860 1.587
H -2.186 -1.183 -1.695
H 0.642 0.405 2.027
H -1.306 1.593 1.157
*
```

***

(10)
An isolated ion of composition C5H12N and charge +1 in a non-equilibrium geometry. Source: the Open Molecules 2025 dataset; level of theory: the ωB97M-V functional and the def2-TZVPD basis.

## Properties
- total energy (eV) = -6858.031
- orbital gap (alpha / beta) (eV) = 6.84 / 9.45
- energy above the lowest of the compared OMol25 structures with the same formula, charge and spin (kcal per mole) = 127.5

Structure (ORCA input):
```
! RIJCOSX wB97M-V def2-TZVPD def2/J DEFGRID3
* xyz 1 1
N -0.099 0.926 1.724
C -0.139 -0.541 -1.410
C 1.319 1.287 1.695
C -0.693 -0.120 0.927
C -0.927 0.353 -0.533
C -0.896 -1.466 -2.313
H -0.374 -1.085 1.030
H -1.771 -1.730 -1.691
H 1.931 0.411 1.791
H -0.329 0.372 2.543
H -0.446 -2.346 -2.786
H 0.989 -0.725 -1.442
H -1.946 0.491 -0.941
H -0.425 1.340 -0.354
H -1.350 -0.922 -3.280
H 1.405 1.719 0.667
H -0.656 1.832 1.723
H 1.570 2.145 2.488
*
```

***

(11)
An isolated ion of composition C5H12N and charge +1 in a non-equilibrium geometry. Source: the Open Molecules 2025 dataset; level of theory: the ωB97M-V functional and the def2-TZVPD basis.

## Properties
- total energy (eV) = -6861.259
- orbital gap (eV) = 11.42
- energy above the lowest of the compared OMol25 structures with the same formula, charge and spin (kcal per mole) = 53.0

Structure (ORCA input):
```
! RIJCOSX wB97M-V def2-TZVPD def2/J DEFGRID3
* xyz 1 1
N 0.549 -0.407 -0.309
C 1.323 0.728 -0.858
C -1.784 -0.976 -0.481
C 1.182 -0.902 0.869
C -1.156 1.121 0.674
C -0.848 -0.127 -0.116
H 0.955 -0.237 1.665
H 2.151 -1.144 0.636
H 2.135 0.283 -1.376
H 0.638 -1.125 -1.141
H -0.406 1.838 0.606
H 0.688 1.251 -1.616
H -1.624 -1.999 -0.878
H 0.601 -1.756 1.025
H -1.929 1.769 0.280
H -2.785 -0.800 -0.562
H 1.697 1.434 -0.147
H -1.387 1.049 1.730
*
```

***

(12)
A 2-piece molecular cluster, C5H12N2 overall in a non-equilibrium geometry. Source: the Open Molecules 2025 dataset; level of theory: the ωB97M-V functional and the def2-TZVPD basis.

## Properties
- total energy (eV) = -8353.464
- orbital gap (alpha / beta) (eV) = 5.52 / 6.73
- energy above the lowest of the compared OMol25 structures with the same formula, charge and spin (kcal per mole) = 111.7

Structure (ORCA input):
```
! RIJCOSX wB97M-V def2-TZVPD def2/J DEFGRID3
* xyz -1 2
N 0.860 -1.278 0.318
N 1.135 1.053 0.943
C -1.512 -0.514 0.195
C -0.312 0.422 -1.242
C 0.620 -0.852 -1.137
C -2.408 0.371 0.704
C 1.748 -0.295 0.816
H 0.179 -1.644 -1.744
H 2.656 -0.269 0.318
H -0.356 -0.653 0.544
H -1.849 -1.321 -0.330
H 1.947 -0.692 1.791
H 1.635 -0.518 -1.615
H 0.990 1.407 -0.019
H -3.433 0.023 0.740
H 1.768 1.747 1.428
H -0.520 1.343 -0.664
H -0.995 0.300 -2.082
H -2.154 1.369 1.035
*
```

***

Please write out number 7 again, unchanged.
A 2-piece molecular cluster, C5H12N overall in a non-equilibrium geometry. Source: the Open Molecules 2025 dataset; level of theory: the ωB97M-V functional and the def2-TZVPD basis.

## Properties
- total energy (eV) = -6867.534
- orbital gap (alpha / beta) (eV) = 9.42 / 9.24
- energy above the lowest of the compared OMol25 structures with the same formula, charge and spin (kcal per mole) = 5.4

Structure (ORCA input):
```
! RIJCOSX wB97M-V def2-TZVPD def2/J DEFGRID3
* xyz 0 2
N 0.002 -1.654 0.885
C 1.393 0.535 -1.758
C 1.179 0.072 -0.355
C -1.721 0.222 3.032
C 0.051 0.937 -2.409
C 0.749 -1.244 -0.087
H -0.291 1.876 -1.972
H -2.316 -0.431 3.662
H -0.932 -0.293 2.501
H -0.259 -2.609 0.681
H 1.043 -1.995 -0.839
H 2.203 1.260 -1.785
H -2.371 0.704 2.304
H -1.288 1.025 3.613
H 1.337 0.729 0.480
H 0.225 1.063 -3.475
H -0.694 0.177 -2.185
H 1.689 -0.375 -2.292
*
```

***

Among the records above, which one has the highest energy above the lowest of the compared OMol25 structures with the same formula, charge and spin? number 10

***

total energy of number 10 (C5H12N)? -6858.031 eV

***

Which formula does entry 8 have? C5H12N